Entry 1:
Here is a cluster of 2 separate species, C11H22F8N2O3SSi in total from the Open Molecules 2025 dataset. Energies are from the ωB97M-V functional and the def2-TZVPD basis.

Structure (ORCA input):
```
! RIJCOSX wB97M-V def2-TZVPD def2/J DEFGRID3
* xyz 0 1
N 1.25 -3.26 3.66
C 1.51 -2.26 2.54
C 2.12 -0.89 3.13
C 2.54 0.14 1.98
C 1.36 0.54 0.98
Si 0.50 2.19 1.38
F -0.17 2.98 0.00
S -1.00 2.03 2.99
O -1.32 3.47 3.33
O -0.42 1.42 4.23
C -2.62 1.28 2.43
F -2.95 1.85 1.17
F -3.64 1.72 3.31
C -2.68 -0.31 2.37
F -3.86 -0.70 3.06
F -1.63 -0.98 3.01
C -2.82 -0.93 0.90
F -4.08 -0.63 0.34
F -1.85 -0.50 0.00
F -2.75 -2.34 1.00
H 0.42 -3.83 3.41
H 2.03 -3.94 3.61
H 0.51 -2.11 2.02
H 2.21 -2.74 1.77
H 1.39 -0.44 3.90
H 3.09 -1.19 3.66
H 3.10 1.02 2.43
H 3.33 -0.42 1.35
H 0.59 -0.30 0.89
H 1.80 0.65 -0.08
H 1.52 3.12 1.90
C 0.01 -0.94 -2.90
C 0.02 0.58 -2.84
C -0.59 1.27 -4.08
O 0.24 1.25 -5.23
C 0.25 0.01 -5.93
N 1.40 1.04 -2.59
H 0.80 -1.34 -3.53
H 0.15 -1.36 -1.90
H -0.95 -1.31 -3.28
H -0.59 0.87 -1.98
H -0.72 2.33 -3.84
H -1.58 0.88 -4.31
H -0.73 -0.47 -5.91
H 1.01 -0.65 -5.52
H 0.52 0.21 -6.97
H 1.38 2.05 -2.43
H 1.91 0.94 -3.46
*
```

Calculated values
- Energy above the lowest of the compared OMol25 structures with the same formula, charge and spin: 59.4 kcal per mole
- E_tot: -2254.09793 a.u.

---

Entry 2:
Here is a structure of composition C4H6N4 from the Open Molecules 2025 dataset. Energies are from the ωB97M-V functional and the def2-TZVPD basis.

Structure (ORCA input):
```
! RIJCOSX wB97M-V def2-TZVPD def2/J DEFGRID3
* xyz 0 1
C 0.12 -0.28 -1.38
C 0.49 -1.18 -0.06
C 0.56 1.60 1.72
C 0.38 0.86 -0.30
H -1.97 -1.02 -0.46
H -2.07 0.10 -1.77
H 0.47 -0.50 -2.47
H 1.56 -1.82 -0.04
H -0.13 -1.95 0.42
H 0.62 2.45 2.41
N -1.37 -0.67 -1.38
N 0.56 -0.01 0.79
N 0.66 0.35 2.11
N 0.12 2.07 0.42
*
```

Calculated values
- Energy above the lowest of the compared OMol25 structures with the same formula, charge and spin: 146.3 kcal per mole
- E_tot: -374.82823 a.u.

---

Q: Which of these has the lowest E_tot?
A: C11H22F8N2O3SSi